1.
This record from OMol25 describes C30H27CaN5O3Se as an isolated structure. The level of theory is ωB97M-V/def2-TZVPD.

- energy relative to the best compared isomer or geometry (same formula, charge and spin) (kcal per mole) = 0.0
- electronic energy (eV) = -128931.907

Each line ends with the Mulliken charge.
Atoms and positions in Å:
1 N 0.612 -0.430 2.116  0.27
2 H -5.514 4.300 -2.519  0.44
3 N -1.851 -3.870 -1.425  -0.03
4 C -0.631 3.789 0.500  -0.58
5 C -2.686 1.500 -0.125  0.30
6 N 0.693 -0.503 -2.494  -0.96
7 C -4.260 3.003 -1.380  0.28
8 H 0.747 -2.086 5.593  0.42
9 H -4.178 4.070 -4.592  0.37
10 H -2.167 2.611 -4.619  0.43
11 C 0.980 -1.231 -3.362  -0.04
12 C -0.341 -0.217 2.998  -0.46
13 H -1.497 1.436 -2.558  0.59
14 H 5.485 -3.320 0.974  0.42
15 H -0.352 4.047 -1.609  0.45
16 C -0.335 -0.791 4.277  -1.05
17 O -3.441 1.514 0.867  -0.89
18 C 3.386 2.247 0.529  -1.56
19 C 1.637 -1.248 2.432  -0.28
20 Ca 0.289 -0.050 -0.264  2.49
21 H 5.254 -2.232 -1.263  0.44
22 C 1.208 2.781 1.678  -0.25
23 H -1.151 0.431 2.674  0.45
24 H -1.638 4.187 0.496  0.36
25 C 1.958 2.720 0.504  0.56
26 C -4.627 3.681 -2.545  -0.68
27 Se 1.473 -2.351 -4.658  -0.28
28 C 4.668 -2.642 0.760  -0.72
29 O -5.026 3.144 -0.288  -0.70
30 C -2.744 2.732 -3.712  -0.91
31 H -1.142 -0.581 4.963  0.49
32 H -1.890 -4.912 -3.233  0.32
33 H 1.937 3.128 -1.604  0.35
34 N 2.564 -0.907 0.229  0.40
35 O -1.540 0.949 -0.123  -0.41
36 H 4.055 3.078 0.765  0.43
37 H -3.927 -3.632 -1.120  0.32
38 H 4.599 -3.659 3.261  0.41
39 H -0.791 -3.526 -3.208  0.05
40 H -3.328 -5.307 -1.108  0.32
41 H -0.640 3.358 2.599  0.44
42 H 1.642 2.416 2.603  0.34
43 H -4.623 2.544 0.395  0.38
44 C -0.072 3.317 1.678  -0.35
45 C 0.090 3.708 -0.680  -0.11
46 C 1.374 3.177 -0.678  -0.48
47 C 3.707 -2.383 1.755  1.27
48 C 3.469 -1.179 -0.686  -0.46
49 H 3.332 -0.706 -1.652  0.55
50 C 2.658 -1.505 1.438  -0.25
51 H 2.868 -3.208 4.956  0.41
52 C -1.028 -3.117 -0.744  0.34
53 C -3.876 3.544 -3.695  -0.29
54 H 3.692 1.844 -0.437  0.29
55 C 3.772 -2.993 3.050  -0.91
56 C -3.106 2.204 -1.378  0.21
57 H -2.548 -3.258 -3.317  0.31
58 C 4.549 -2.045 -0.467  -1.13
59 C -3.106 -4.283 -0.809  -0.98
60 C 1.727 -1.872 3.686  1.28
61 C -1.767 -3.887 -2.885  -0.65
62 C -2.371 2.075 -2.556  -0.24
63 C 2.824 -2.746 3.977  -0.87
64 N -0.285 -2.471 -0.133  -0.51
65 H 3.537 1.476 1.284  0.25
66 C 0.704 -1.618 4.618  -0.75
67 H -3.011 -4.244 0.274  0.35



2.
This record from OMol25 describes C30H27Cl2N6O3PtS as an isolated structure. The level of theory is ωB97M-V/def2-TZVPD.

- spin multiplicity = 5
- energy relative to the best compared isomer or geometry (same formula, charge and spin) (kcal per mole) = 12.2
- electronic energy (eV) = -85757.544
- net charge = -1

Each line ends with the Mulliken charge.
Atoms and positions in Å:
1 H -3.182 -3.191 -1.301  0.27
2 C 4.357 1.479 -0.890  -0.83
3 C -0.201 -4.399 -0.280  -0.49
4 H -3.931 -1.756 -2.460  0.38
5 C -2.144 -3.180 -1.000  -0.74
6 Pt 0.630 0.498 1.142  1.29
7 H 4.629 1.937 -1.832  0.46
8 O -0.361 0.662 4.758  -0.50
9 H -2.682 -0.271 -0.939  -0.35
10 C -0.694 5.611 -1.906  0.15
11 C 5.282 0.894 -0.081  -0.45
12 C 2.273 -3.056 1.575  -1.07
13 H -0.302 -1.821 2.457  0.31
14 C -2.260 4.345 -0.542  -1.27
15 C 2.027 -3.344 0.091  0.23
16 C -1.120 0.236 -2.314  -1.52
17 H -4.494 -1.650 3.278  0.42
18 C -2.525 1.943 1.116  -0.10
19 N 0.496 -0.873 -0.179  0.16
20 C 2.937 -2.506 -0.809  -1.39
21 Cl -0.347 7.030 -2.851  -0.23
22 C -3.066 -1.205 -2.828  -1.79
23 C -3.586 -1.226 2.870  -0.73
24 H 1.699 -3.739 2.206  0.33
25 H 1.988 -2.034 1.820  -0.15
26 H 3.148 0.041 2.413  0.45
27 S 0.378 1.761 4.124  0.11
28 C 2.106 2.357 -1.338  -0.21
29 H 2.283 -4.396 -0.081  0.57
30 H 1.247 4.791 -2.189  0.57
31 C -2.425 0.560 1.762  0.18
32 C 0.277 4.677 -1.730  -1.08
33 H -2.150 -5.270 -0.532  0.37
34 C -1.974 5.440 -1.321  0.21
35 H 3.332 -3.175 1.813  0.49
36 N 0.853 2.513 -0.754  0.06
37 C 4.843 0.382 1.180  -1.02
38 C -2.094 -0.772 -1.718  1.83
39 N 2.567 0.952 0.655  0.21
40 C 3.515 0.432 1.474  0.07
41 N -1.444 2.232 0.414  0.50
42 C 2.996 1.569 -0.527  0.34
43 H -2.550 -1.831 -3.559  0.40
44 C -3.595 0.025 2.286  -0.62
45 H 3.979 -2.661 -0.528  0.48
46 Cl -3.211 6.631 -1.569  -0.23
47 H -2.313 -2.896 3.389  0.52
48 H -1.683 1.030 -2.807  0.47
49 H 2.734 -1.439 -0.723  0.14
50 H 6.326 0.856 -0.364  0.41
51 C -1.291 3.350 -0.318  0.09
52 C 0.556 -3.249 -0.262  0.58
53 N 0.810 1.708 2.717  -0.26
54 H -0.482 -0.240 -3.065  0.40
55 H 0.276 -5.342 -0.038  0.41
56 C -1.560 -4.365 -0.581  -1.38
57 C -1.432 -1.992 -1.088  0.81
58 N -1.268 -0.122 1.823  0.84
59 C 0.019 3.492 -0.961  0.37
60 H -3.227 4.248 -0.076  0.66
61 C -2.389 -1.919 2.933  -0.82
62 H -0.485 0.702 -1.571  -0.05
63 O 2.432 2.827 -2.439  -0.79
64 H 5.531 -0.044 1.897  0.41
65 H -3.439 -0.320 -3.342  0.48
66 C -0.098 -1.999 -0.552  -0.23
67 O -3.589 2.553 1.281  -0.83
68 H 2.815 -2.791 -1.856  0.33
69 C -1.260 -1.327 2.410  -0.19
70 H -4.483 0.635 2.219  0.57



3.
This record from OMol25 describes C30H27IMoNO2S5Si as an isolated structure. The level of theory is ωB97M-V/def2-TZVPD.

- energy relative to the best compared isomer or geometry (same formula, charge and spin) (kcal per mole) = 0.0
- electronic energy (eV) = -109119.477
- net charge = +3

Each line ends with the Mulliken charge.
Atoms and positions in Å:
1 H -4.734 3.634 2.705  0.41
2 O -1.435 1.402 0.574  1.57
3 C 1.146 4.716 3.736  -0.61
4 C -3.053 3.714 0.099  0.61
5 H -0.487 2.732 -4.115  0.50
6 H -2.668 5.609 1.069  0.44
7 C 1.010 4.925 2.367  -0.81
8 C -0.028 4.316 1.676  -0.11
9 H 0.351 3.751 5.481  0.51
10 Mo -0.345 0.124 0.220  -0.26
11 H -4.962 5.828 -2.527  0.43
12 H -6.385 2.607 4.199  0.46
13 N -1.450 -1.735 -0.065  0.39
14 S 2.510 -0.503 4.164  0.15
15 H -4.824 3.376 -2.792  0.46
16 C -4.621 2.591 2.983  -0.51
17 H -1.311 2.742 -2.551  -0.15
18 S 3.908 1.344 2.353  0.18
19 H -2.048 -0.702 -2.269  0.22
20 C -3.824 5.860 -0.713  -0.73
21 C 1.681 -0.087 2.766  0.34
22 C -3.138 5.106 0.231  -0.19
23 H 1.039 0.954 -3.356  0.32
24 H -3.066 -5.221 -0.154  0.45
25 C -3.546 1.841 2.494  0.40
26 S 0.152 -0.662 2.456  -0.14
27 C -4.424 5.237 -1.798  -0.60
28 H 0.950 2.034 -1.944  0.48
29 H -6.191 0.227 4.828  0.44
30 C -4.345 3.856 -1.948  -0.64
31 H -2.623 -0.113 2.518  0.18
32 C -1.251 -0.243 -2.842  -0.28
33 I 1.305 -2.425 -0.567  0.23
34 H 1.695 5.584 1.849  0.50
35 C -3.670 3.103 -1.003  -0.30
36 C -2.785 -1.867 0.080  -0.36
37 H -4.312 -1.130 3.977  0.48
38 C -5.563 2.013 3.823  -0.81
39 C -2.612 -4.238 -0.137  -0.33
40 C -4.397 -0.088 3.695  -0.87
41 H -1.490 2.657 4.259  0.43
42 S 1.715 1.372 0.425  -0.07
43 Si -2.339 2.727 1.443  -1.17
44 C 3.957 0.445 3.861  0.12
45 C -1.238 -4.109 -0.302  -0.48
46 C -0.783 3.279 3.720  -0.36
47 S 5.191 0.490 4.861  0.10
48 C 2.388 0.838 1.850  0.24
49 H -1.554 0.694 -4.761  0.36
50 C 0.255 3.892 4.412  -0.83
51 O -0.269 0.319 -1.876  -0.16
52 C 0.374 1.424 -2.632  -0.63
53 H -2.749 1.167 -3.559  0.31
54 H -4.465 -3.171 0.152  0.52
55 C -3.452 0.497 2.864  0.43
56 C -0.942 3.486 2.344  0.71
57 H -3.640 2.021 -1.116  0.41
58 C -1.697 0.936 -3.710  -0.80
59 C -5.453 0.675 4.176  -0.55
60 H -3.893 6.933 -0.600  0.46
61 C -0.718 -2.836 -0.263  0.13
62 C -0.800 2.110 -3.278  -0.10
63 H -0.721 -1.007 -3.409  0.36
64 H -0.599 -4.967 -0.459  0.51
65 H 1.932 5.222 4.282  0.48
66 C -3.392 -3.104 0.041  -1.00
67 H -0.144 4.512 0.614  0.52
68 H -3.355 -0.959 0.230  0.59



4.
This record from OMol25 describes C30H27N7Ru as an isolated structure. The level of theory is ωB97M-V/def2-TZVPD.

- electronic energy (eV) = -44522.604
- net charge = +4

Each line ends with the Mulliken charge.
Atoms and positions in Å:
1 H 1.361 -3.129 0.468  0.42
2 H -1.516 1.947 1.912  0.55
3 C -1.769 1.000 2.375  -0.28
4 H -2.595 -2.577 0.369  0.62
5 C -3.017 -0.312 3.924  -0.41
6 H 0.296 -2.544 2.267  0.45
7 C 8.837 0.456 4.637  -0.90
8 C -1.820 1.086 -1.592  -0.28
9 H 8.945 2.824 7.186  0.47
10 H 0.184 -4.029 -0.475  0.50
11 N -0.507 -2.185 0.359  0.09
12 Ru 0.142 -0.270 0.261  0.27
13 C -2.892 1.160 -2.453  -0.93
14 N 6.690 -0.004 3.394  0.05
15 N 5.448 1.494 4.550  -0.39
16 C 1.953 -2.325 -3.727  -0.42
17 H 3.085 1.668 3.903  0.57
18 C 1.600 -0.315 -2.495  -0.38
19 C 0.557 -3.026 -0.264  -0.93
20 H 2.976 -1.618 0.280  0.53
21 N 1.886 -0.252 1.406  0.32
22 C 9.294 1.300 5.691  -0.14
23 H -1.197 1.950 -1.391  0.52
24 C 1.948 0.657 2.408  -0.59
25 C -0.695 -2.457 1.817  -0.93
26 H 2.393 -0.353 -4.479  0.49
27 C 2.025 -0.943 -3.652  -0.87
28 H 9.516 -0.230 4.149  0.50
29 C -3.649 0.015 -2.673  -0.34
30 H 1.623 0.764 -2.404  0.47
31 N -1.490 -0.055 -0.961  0.32
32 H -1.221 -3.401 1.971  0.56
33 C 6.655 1.540 5.019  0.89
34 H 10.340 1.220 5.974  0.46
35 H -3.194 1.829 3.733  0.47
36 H -1.752 -3.243 -1.015  0.59
37 H -4.497 0.039 -3.346  0.47
38 H 6.515 3.074 6.597  0.51
39 H 2.266 -2.845 -4.623  0.48
40 H 1.027 1.165 2.655  0.53
41 C -2.222 -1.157 -1.166  0.80
42 N 1.134 -0.996 -1.440  0.45
43 H -3.755 -0.403 4.710  0.47
44 C -1.823 -2.366 -0.372  -1.18
45 C 1.064 -2.347 -1.512  0.83
46 C -2.708 0.928 3.387  -0.90
47 C 3.031 -0.918 1.101  -0.26
48 C -1.444 -1.297 2.424  0.73
49 C -3.310 -1.160 -2.020  -1.05
50 C 5.466 0.531 3.533  0.13
51 C 7.528 0.596 4.324  0.74
52 C 4.219 -0.715 1.756  -1.28
53 N -1.133 -0.085 1.908  0.31
54 H 5.079 -1.290 1.441  0.39
55 C 4.280 0.235 2.796  1.11
56 H 6.970 -0.717 2.734  0.25
57 C -2.379 -1.444 3.427  -0.97
58 C 7.175 2.380 6.093  -0.56
59 H -3.885 -2.065 -2.168  0.54
60 H -3.128 2.094 -2.942  0.47
61 C 1.461 -3.038 -2.637  -0.98
62 H -2.615 -2.427 3.813  0.53
63 C 8.486 2.236 6.402  -0.70
64 C 3.100 0.932 3.112  -0.72
65 H 1.384 -4.117 -2.670  0.54